Entry 1:
DFT (the ωB97M-V functional and the def2-TZVPD basis) results for the molecule C4H5NO2.

Results
Energy above the lowest of the compared OMol25 structures with the same formula, charge and spin: 2.203 eV
Kohn-Sham gap: 10.7 eV
LUMO energy: 1.0 eV
SMILES string: COc1ccon1
F_max: 0.41 eV/A
Multiplicity: 1

Each line ends with the Löwdin charge.
Positions of all 12 atoms, in Å:
C (-0.426, -2.085, -0.496)  -0.063
O (0.003, -0.827, -1.018)  -0.049
C (0.075, 0.168, -0.131)  -0.399
C (0.506, 1.491, -0.445)  0.028
C (0.375, 2.125, 0.741)  -0.113
O (-0.078, 1.289, 1.683)  -0.038
N (-0.266, 0.038, 1.127)  0.119
H (0.402, -2.584, 0.017)  0.096
H (-1.253, -1.951, 0.206)  0.086
H (-0.744, -2.676, -1.355)  0.091
H (0.851, 1.870, -1.395)  0.114
H (0.555, 3.141, 1.066)  0.129

---

Entry 2:
DFT (the ωB97M-V functional and the def2-TZVPD basis) results for a cluster of 14 separate species, C40H114N6O22 in total.

Results
Energy above the lowest of the compared OMol25 structures with the same formula, charge and spin: 1.423 eV
Kohn-Sham gap: 8.8 eV
LUMO energy: 0.2 eV
F_max: 2.37 eV/A
Multiplicity: 1

Each line ends with the Löwdin charge.
Positions of all 182 atoms, in Å:
C (-1.641, 16.512, -0.557)  -0.215
C (-3.149, 16.600, -0.699)  -0.184
O (-3.449, 17.777, -1.496)  -0.089
O (-1.075, 17.594, 0.174)  -0.088
H (-1.185, 16.458, -1.550)  0.126
H (-1.345, 15.591, -0.047)  0.127
H (-3.646, 16.665, 0.268)  0.090
H (-3.525, 15.715, -1.213)  0.126
H (-3.756, 17.463, -2.351)  0.109
H (-0.642, 18.173, -0.466)  0.062
C (-1.644, 20.888, -1.018)  -0.223
C (-2.572, 20.698, 0.195)  -0.203
O (-3.924, 20.383, -0.204)  -0.109
O (-1.351, 19.689, -1.694)  -0.074
H (-0.714, 21.416, -0.798)  0.118
H (-2.159, 21.594, -1.686)  0.124
H (-2.547, 21.637, 0.751)  0.111
H (-2.302, 19.842, 0.820)  0.105
H (-3.768, 19.499, -0.574)  0.048
H (-2.187, 19.253, -1.916)  0.062
C (-7.938, 16.335, 0.419)  -0.262
C (-6.546, 16.926, 0.312)  -0.216
O (-5.581, 15.854, 0.317)  -0.086
O (-8.381, 15.730, -0.786)  -0.043
H (-8.607, 17.128, 0.783)  0.092
H (-7.993, 15.613, 1.239)  0.117
H (-6.371, 17.545, 1.192)  0.096
H (-6.483, 17.539, -0.592)  0.115
H (-6.045, 15.182, -0.200)  0.093
H (-9.150, 15.193, -0.578)  0.093
C (-2.270, 13.238, 5.006)  -0.237
C (-2.517, 14.670, 4.577)  -0.289
O (-2.969, 14.806, 3.245)  -0.095
O (-1.305, 12.699, 4.114)  -0.058
H (-3.261, 12.771, 4.975)  0.119
H (-1.900, 13.246, 6.029)  0.109
H (-1.616, 15.259, 4.784)  0.107
H (-3.222, 15.077, 5.322)  0.091
H (-2.800, 15.768, 3.115)  0.025
H (-1.724, 12.323, 3.338)  0.079
C (-2.133, 19.826, 9.286)  -0.263
C (-0.868, 19.862, 10.099)  -0.244
O (-0.714, 21.174, 10.630)  -0.062
O (-2.456, 18.520, 8.893)  -0.051
H (-2.024, 20.491, 8.419)  0.110
H (-2.896, 20.376, 9.852)  0.096
H (0.053, 19.539, 9.603)  0.118
H (-0.973, 19.140, 10.921)  0.117
H (0.180, 21.273, 10.963)  0.083
H (-2.904, 18.511, 8.039)  0.059
C (-8.160, 21.478, 5.547)  -0.248
C (-7.382, 22.116, 4.420)  -0.226
O (-6.426, 21.226, 3.869)  -0.113
O (-9.431, 21.019, 5.099)  -0.057
H (-8.259, 22.117, 6.432)  0.103
H (-7.625, 20.606, 5.943)  0.065
H (-6.767, 22.928, 4.836)  0.108
H (-8.060, 22.608, 3.718)  0.122
H (-6.307, 21.435, 2.919)  0.025
H (-9.757, 20.419, 5.776)  0.082
C (-3.616, 15.352, 8.435)  -0.221
C (-4.075, 15.282, 9.873)  -0.216
O (-5.505, 15.200, 9.886)  -0.084
O (-3.891, 14.118, 7.723)  -0.075
H (-2.562, 15.562, 8.257)  0.088
H (-4.082, 16.202, 7.928)  0.087
H (-3.674, 16.147, 10.408)  0.115
H (-3.770, 14.339, 10.342)  0.128
H (-5.808, 15.093, 10.791)  0.097
H (-4.548, 13.687, 8.283)  0.076
C (1.103, 19.933, 2.291)  -0.248
C (2.081, 18.931, 1.690)  -0.234
O (2.515, 17.905, 2.575)  -0.058
O (1.546, 20.842, 3.281)  -0.057
H (0.308, 19.317, 2.736)  0.103
H (0.631, 20.527, 1.508)  0.114
H (2.996, 19.378, 1.294)  0.125
H (1.456, 18.492, 0.908)  0.105
H (3.304, 18.257, 2.997)  0.082
H (1.979, 20.381, 4.005)  0.080
C (-4.561, 18.370, 2.707)  -0.032
C (-3.295, 18.537, 3.558)  -0.357
C (-3.521, 18.555, 5.117)  -0.153
O (-2.249, 18.685, 5.714)  -0.200
C (-1.652, 19.963, 5.576)  -0.090
N (-2.327, 17.501, 3.165)  0.080
H (-4.326, 18.444, 1.643)  0.062
H (-5.285, 19.150, 2.947)  0.076
H (-4.962, 17.365, 2.856)  0.044
H (-2.856, 19.487, 3.233)  0.097
H (-3.868, 17.566, 5.420)  0.107
H (-4.261, 19.306, 5.404)  0.107
H (-0.733, 20.117, 6.141)  0.094
H (-2.333, 20.725, 5.969)  0.075
H (-1.449, 20.204, 4.531)  0.071
H (-1.406, 17.708, 3.543)  0.079
H (-2.199, 17.596, 2.159)  0.060
C (-1.333, 23.777, 7.266)  -0.068
C (-1.722, 24.768, 6.179)  -0.414
C (-2.892, 24.172, 5.371)  -0.228
O (-2.438, 23.017, 4.715)  -0.202
C (-3.373, 22.516, 3.750)  -0.079
N (-2.256, 25.961, 6.834)  0.025
H (-0.453, 24.196, 7.764)  0.078
H (-0.959, 22.832, 6.858)  0.066
H (-2.144, 23.597, 7.969)  0.077
H (-0.885, 24.986, 5.515)  0.141
H (-3.251, 24.934, 4.666)  0.125
H (-3.767, 23.940, 5.997)  0.120
H (-2.847, 21.757, 3.179)  0.067
H (-3.712, 23.320, 3.092)  0.075
H (-4.240, 22.147, 4.299)  0.074
H (-3.195, 25.708, 7.132)  0.062
H (-1.784, 26.197, 7.698)  0.067
C (-7.024, 18.188, 5.819)  -0.049
C (-6.998, 16.937, 6.693)  -0.389
C (-6.335, 15.775, 5.977)  -0.205
O (-7.035, 15.429, 4.799)  -0.163
C (-6.121, 15.184, 3.727)  -0.071
N (-6.317, 17.340, 7.937)  0.055
H (-6.029, 18.401, 5.423)  0.055
H (-7.331, 19.099, 6.330)  0.035
H (-7.701, 17.976, 4.988)  0.095
H (-8.044, 16.723, 6.947)  0.136
H (-6.124, 14.947, 6.660)  0.122
H (-5.332, 16.118, 5.690)  0.092
H (-5.736, 16.101, 3.282)  0.052
H (-6.747, 14.669, 2.997)  0.083
H (-5.331, 14.497, 4.031)  0.083
H (-6.167, 16.571, 8.600)  0.042
H (-6.732, 18.088, 8.475)  0.068
C (-5.171, 20.780, 7.841)  -0.052
C (-5.348, 21.690, 9.042)  -0.413
C (-6.508, 22.660, 8.779)  -0.212
O (-6.664, 23.539, 9.882)  -0.182
C (-7.768, 24.401, 9.712)  -0.119
N (-5.634, 20.851, 10.214)  0.056
H (-5.974, 20.068, 7.618)  0.049
H (-4.388, 20.017, 7.905)  0.057
H (-5.078, 21.325, 6.896)  0.077
H (-4.494, 22.346, 9.251)  0.135
H (-7.458, 22.154, 8.589)  0.119
H (-6.191, 23.245, 7.907)  0.122
H (-7.570, 25.125, 8.915)  0.086
H (-7.892, 25.034, 10.591)  0.085
H (-8.734, 23.926, 9.531)  0.088
H (-4.708, 20.581, 10.539)  0.054
H (-6.010, 21.412, 10.974)  0.071
C (-0.348, 15.734, 10.291)  -0.067
C (0.213, 15.104, 9.025)  -0.414
C (0.289, 16.101, 7.847)  -0.216
O (0.946, 15.483, 6.772)  -0.185
C (1.211, 16.417, 5.748)  -0.104
N (1.523, 14.528, 9.376)  0.040
H (0.134, 16.682, 10.551)  0.070
H (-0.309, 15.097, 11.172)  0.079
H (-1.398, 16.019, 10.182)  0.044
H (-0.490, 14.314, 8.754)  0.135
H (0.787, 17.028, 8.167)  0.122
H (-0.725, 16.365, 7.521)  0.111
H (1.665, 15.923, 4.891)  0.091
H (1.812, 17.208, 6.210)  0.087
H (0.302, 16.867, 5.322)  0.071
H (1.768, 13.929, 8.588)  0.069
H (2.242, 15.245, 9.292)  0.073
C (-6.794, 23.254, -0.486)  -0.051
C (-6.794, 22.215, 0.615)  -0.397
C (-7.085, 20.780, 0.132)  -0.213
O (-8.357, 20.625, -0.435)  -0.142
C (-8.883, 19.353, -0.158)  -0.111
N (-5.519, 22.280, 1.353)  0.056
H (-6.763, 24.259, -0.064)  0.078
H (-7.572, 23.206, -1.249)  0.081
H (-5.867, 23.080, -1.044)  0.083
H (-7.623, 22.376, 1.313)  0.128
H (-6.890, 20.129, 0.998)  0.111
H (-6.307, 20.387, -0.536)  0.118
H (-8.300, 18.592, -0.693)  0.070
H (-9.924, 19.231, -0.455)  0.099
H (-8.862, 19.106, 0.910)  0.088
H (-4.821, 21.667, 0.942)  0.046
H (-5.176, 23.231, 1.310)  0.079

---

Entry 3:
DFT (the ωB97M-V functional and the def2-TZVPD basis) results for a cluster of 8 separate species, C24H64O24S8 in total.

Results
Energy above the lowest of the compared OMol25 structures with the same formula, charge and spin: 0.605 eV
Kohn-Sham gap: 10.5 eV
LUMO energy: -0.1 eV
SMILES string: CCOS(C)(=O)=O.CCOS(C)(=O)=O.CCOS(C)(=O)=O.CCOS(C)(=O)=O.CCOS(C)(=O)=O.CCOS(C)(=O)=O.CCOS(C)(=O)=O.CCOS(C)(=O)=O
F_max: 1.67 eV/A
Multiplicity: 1

Each line ends with the Löwdin charge.
Positions of all 120 atoms, in Å:
C (-0.032, 0.938, -1.292)  -0.065
C (-1.120, -0.008, -1.725)  -0.261
O (-1.027, -1.169, -0.889)  -0.258
S (-1.992, -2.376, -1.286)  0.560
C (-1.240, -3.667, -0.373)  -0.117
O (-3.249, -2.096, -0.700)  -0.265
O (-1.858, -2.612, -2.688)  -0.272
H (-0.164, 1.076, -0.215)  0.071
H (-0.043, 1.946, -1.705)  0.054
H (0.957, 0.533, -1.508)  0.072
H (-2.109, 0.456, -1.648)  0.126
H (-1.027, -0.269, -2.782)  0.117
H (-0.164, -3.669, -0.463)  0.043
H (-1.651, -4.587, -0.786)  0.055
H (-1.631, -3.536, 0.631)  0.082
C (0.219, 4.561, -0.408)  -0.052
C (-0.019, 6.015, -0.767)  -0.246
O (-1.387, 6.348, -0.431)  -0.259
S (-1.603, 7.711, 0.317)  0.547
C (-3.300, 7.452, 0.755)  -0.107
O (-0.825, 7.707, 1.516)  -0.286
O (-1.449, 8.802, -0.587)  -0.263
H (-0.440, 4.013, -1.087)  0.068
H (-0.096, 4.395, 0.619)  0.077
H (1.235, 4.276, -0.663)  0.065
H (0.669, 6.652, -0.197)  0.111
H (0.176, 6.276, -1.805)  0.118
H (-3.211, 6.844, 1.656)  0.061
H (-3.825, 6.941, -0.042)  0.072
H (-3.696, 8.418, 1.054)  0.076
C (3.737, 6.425, -2.171)  -0.043
C (3.514, 5.350, -3.211)  -0.233
O (2.135, 4.916, -3.043)  -0.290
S (1.498, 3.915, -4.103)  0.551
C (2.394, 2.441, -3.703)  -0.105
O (0.148, 3.793, -3.697)  -0.257
O (1.840, 4.347, -5.415)  -0.261
H (3.009, 6.252, -1.376)  0.071
H (3.658, 7.438, -2.552)  0.083
H (4.694, 6.306, -1.661)  0.079
H (3.615, 5.610, -4.264)  0.117
H (4.202, 4.514, -3.052)  0.111
H (3.449, 2.635, -3.874)  0.065
H (2.045, 1.659, -4.373)  0.084
H (2.217, 2.231, -2.651)  0.051
C (2.771, -7.385, -3.034)  -0.075
C (1.718, -7.701, -1.995)  -0.231
O (2.213, -7.372, -0.675)  -0.254
S (1.655, -6.054, -0.027)  0.550
C (2.831, -5.881, 1.260)  -0.102
O (1.801, -4.991, -0.985)  -0.290
O (0.365, -6.242, 0.531)  -0.255
H (3.430, -8.228, -3.255)  0.074
H (3.461, -6.578, -2.777)  0.078
H (2.354, -7.070, -3.993)  0.081
H (0.816, -7.137, -2.217)  0.114
H (1.560, -8.773, -2.026)  0.125
H (2.893, -4.819, 1.486)  0.046
H (3.730, -6.462, 1.108)  0.077
H (2.334, -6.256, 2.159)  0.079
C (-4.378, -5.670, -0.558)  -0.058
C (-3.538, -6.923, -0.515)  -0.248
O (-4.164, -7.932, -1.351)  -0.264
S (-3.286, -9.234, -1.604)  0.556
C (-4.154, -9.765, -3.034)  -0.120
O (-1.962, -8.853, -1.976)  -0.282
O (-3.495, -10.116, -0.514)  -0.262
H (-3.831, -4.897, -0.018)  0.064
H (-5.312, -5.830, -0.014)  0.084
H (-4.633, -5.317, -1.554)  0.091
H (-2.543, -6.709, -0.908)  0.098
H (-3.430, -7.308, 0.498)  0.130
H (-4.472, -8.878, -3.570)  0.073
H (-5.011, -10.349, -2.706)  0.074
H (-3.531, -10.397, -3.660)  0.074
C (3.514, -1.287, -0.154)  -0.052
C (2.288, -1.665, 0.646)  -0.255
O (2.516, -1.402, 2.046)  -0.267
S (1.507, -2.149, 3.033)  0.564
C (1.667, -1.054, 4.406)  -0.103
O (0.193, -2.103, 2.483)  -0.251
O (2.085, -3.414, 3.349)  -0.272
H (3.460, -1.730, -1.149)  0.087
H (4.369, -1.801, 0.305)  0.086
H (3.730, -0.225, -0.217)  0.051
H (1.417, -1.092, 0.321)  0.101
H (2.008, -2.695, 0.423)  0.097
H (1.380, -0.064, 4.059)  0.051
H (2.727, -1.068, 4.646)  0.075
H (0.996, -1.428, 5.172)  0.082
C (-5.783, 4.119, 1.244)  -0.068
C (-4.980, 3.872, 2.502)  -0.266
O (-4.757, 2.455, 2.629)  -0.249
S (-3.360, 1.975, 3.198)  0.549
C (-2.319, 2.107, 1.765)  -0.095
O (-2.936, 2.901, 4.194)  -0.278
O (-3.495, 0.610, 3.524)  -0.248
H (-6.534, 3.352, 1.054)  0.084
H (-5.168, 4.188, 0.345)  0.073
H (-6.342, 5.048, 1.371)  0.079
H (-4.022, 4.390, 2.503)  0.100
H (-5.569, 4.261, 3.332)  0.125
H (-2.716, 2.869, 1.098)  0.066
H (-2.294, 1.112, 1.330)  0.071
H (-1.331, 2.408, 2.108)  0.057
C (2.785, 5.442, 3.581)  -0.049
C (2.004, 4.217, 3.160)  -0.238
O (2.519, 3.775, 1.869)  -0.272
S (2.592, 2.218, 1.599)  0.544
C (4.099, 1.817, 2.447)  -0.091
O (1.496, 1.603, 2.277)  -0.279
O (2.748, 2.005, 0.198)  -0.272
H (2.967, 5.478, 4.656)  0.081
H (2.255, 6.336, 3.265)  0.081
H (3.801, 5.405, 3.186)  0.082
H (1.979, 3.446, 3.931)  0.115
H (0.953, 4.435, 2.970)  0.117
H (3.819, 1.810, 3.499)  0.072
H (4.833, 2.595, 2.258)  0.076
H (4.453, 0.848, 2.108)  0.069

---

Entry 4:
DFT (the ωB97M-V functional and the def2-TZVPD basis) results for the ion C9H18IN4 with charge +1.

Results
Kohn-Sham gap (spin up / spin down): 6.7 / 5.4 eV
LUMO energy (spin up / spin down): -3.1 / -7.4 eV
Total charge: +1
F_max: 5.54 eV/A
Multiplicity: 3

Each line ends with the Mulliken spin population.
Positions of all 32 atoms, in Å:
C (-2.756, 0.660, -0.106)  0.153
C (-1.171, 1.852, 1.225)  0.007
C (-2.601, -0.584, 0.715)  0.380
C (-0.878, -0.575, 1.288)  -0.035
C (-3.583, 0.724, -1.284)  -0.001
C (3.404, 0.014, -1.185)  0.000
C (-0.133, -0.793, 0.001)  0.001
C (2.021, -0.697, -1.126)  0.000
C (1.341, -0.318, 0.171)  -0.006
N (-2.037, 1.677, 0.135)  0.159
N (-0.669, 0.809, 1.831)  0.052
N (-1.015, 3.092, 1.541)  0.039
N (-0.534, -1.452, 2.337)  -0.002
I (-3.779, -0.051, 2.531)  1.284
H (-2.933, -1.542, 0.421)  -0.026
H (-2.931, 0.399, -2.140)  0.012
H (-3.939, 1.632, -1.465)  0.002
H (-4.502, 0.097, -1.278)  0.000
H (3.192, 1.031, -1.356)  0.000
H (4.017, -0.387, -2.043)  0.000
H (3.919, -0.208, -0.218)  0.000
H (-0.194, -1.763, -0.259)  -0.015
H (-0.452, -0.104, -0.768)  -0.005
H (1.999, -1.830, -1.184)  0.001
H (1.440, -0.121, -1.888)  0.000
H (1.805, -0.641, 1.106)  0.001
H (1.198, 0.759, 0.071)  0.005
H (-0.065, 1.105, 2.632)  0.001
H (-1.604, 3.709, 0.975)  -0.002
H (-0.384, 3.277, 2.414)  0.001
H (-0.701, -2.351, 2.032)  -0.003
H (-0.933, -1.272, 3.160)  -0.003